ORCA calculation (wB97M-V/def2-TZVPD) on a structure of composition C3H5N3.

Each line ends with the Löwdin charge.
Positions of all 11 atoms, in Å:
N: 0.82591 1.54914 0.12368  0.10
C: 0.14373 0.33353 0.03498  -0.44
C: -0.56599 -0.22044 -0.97056  0.00
C: -1.01198 -1.83700 -0.12237  -0.04
N: -0.49005 -1.62334 1.01755  -0.06
N: 0.22307 -0.47729 1.13224  0.00
H: 0.78116 2.09439 -0.72554  0.09
H: 1.79130 1.42854 0.40889  0.09
H: -0.67278 0.19343 -1.96866  0.08
H: -1.44820 -1.25582 -1.02201  0.03
H: 0.42045 -0.13973 2.06214  0.15

Cartesian forces (eV/Å) of the 3 atoms listed first:
0.1 0.0 -0.1
-0.1 -0.3 0.1
0.2 0.2 0.0

- Net charge: 0
- Largest force on an atom: 0.44 eV Å⁻¹
- HOMO: -8.82 eV
- Lowest unoccupied orbital energy: 0.7374 eV
- Kohn-Sham gap: 0.351 hartree
- Energy relative to the best compared isomer or geometry (same formula, charge and spin): 115.9 kcal per mole

***

ORCA calculation (wB97M-V/def2-TZVPD) on a cluster of 14 separate species, C20H70N26O14 in total in a non-equilibrium geometry.

Each line ends with the Löwdin charge.
Positions of all 130 atoms, in Å:
C: -0.38328 0.67758 1.62828  -0.05
C: 0.62489 -0.23281 0.92392  -0.40
C: -0.13467 -1.27608 0.04740  -0.15
O: -1.06193 -0.60908 -0.82358  -0.24
C: -1.49223 -1.44777 -1.89534  -0.07
N: 1.56735 0.58843 0.14637  0.04
H: -1.08196 1.15492 0.93302  0.07
H: 0.04525 1.55277 2.12067  0.07
H: -1.03419 0.13371 2.31291  0.06
H: 1.16815 -0.75891 1.71124  0.11
H: -0.74209 -1.81026 0.78148  0.10
H: 0.58737 -1.91457 -0.46119  0.13
H: -0.76112 -1.89787 -2.56735  0.09
H: -2.17700 -0.89919 -2.54384  0.07
H: -2.16014 -2.20735 -1.47842  0.09
H: 1.02392 1.03886 -0.58869  0.08
H: 2.05183 -0.08579 -0.45422  0.06
C: 1.42999 0.04794 -5.70922  -0.06
C: 2.42256 0.30907 -4.59178  -0.41
C: 2.23153 1.72852 -4.02596  -0.23
O: 2.23347 2.69178 -5.02095  -0.19
C: 1.57278 3.89723 -4.72655  -0.09
N: 2.24788 -0.62488 -3.44448  0.03
H: 1.89163 0.52035 -6.57928  0.08
H: 0.46176 0.52973 -5.55081  0.08
H: 1.19528 -0.98258 -5.98165  0.08
H: 3.41567 0.12941 -5.00881  0.14
H: 3.01020 1.91580 -3.27564  0.11
H: 1.30237 1.79919 -3.43918  0.12
H: 1.77637 4.55990 -5.56526  0.09
H: 2.02359 4.32213 -3.82270  0.08
H: 0.50334 3.70299 -4.60176  0.09
H: 2.46210 -1.49490 -3.92527  0.08
H: 1.24633 -0.61430 -3.27778  0.06
C: -3.50579 -5.69174 -1.46345  -0.70
O: -2.36877 -5.52762 -1.89551  0.01
N: -4.16127 -6.88829 -1.48766  0.16
N: -4.34137 -4.69422 -1.07430  0.17
H: -5.14688 -6.80320 -1.33115  0.09
H: -3.72644 -7.71300 -1.85445  0.10
H: -4.01292 -3.76072 -0.88018  0.07
H: -5.23473 -4.88916 -0.66088  0.10
C: -3.89690 1.73937 -1.31433  -0.62
O: -4.63644 0.74382 -1.24035  -0.05
N: -4.34988 3.02461 -1.22899  0.18
N: -2.55434 1.68672 -1.40348  0.20
H: -5.31889 3.25375 -1.10082  0.11
H: -3.74651 3.82967 -1.30676  0.05
H: -2.19049 2.61346 -1.23697  0.08
H: -2.06834 0.81589 -1.19563  0.06
C: -5.48302 -2.17534 -2.68291  -0.70
O: -6.07089 -3.12643 -3.18421  0.00
N: -5.43601 -1.93254 -1.34901  0.15
N: -4.81007 -1.22579 -3.35156  0.17
H: -5.98209 -2.47793 -0.70911  0.10
H: -4.96467 -1.11568 -0.98563  0.04
H: -4.66883 -1.16881 -4.34080  0.11
H: -4.44050 -0.49234 -2.75767  0.05
C: 4.83992 0.36071 1.96444  -0.65
O: 5.13467 1.13551 1.04239  -0.02
N: 3.58387 -0.07056 2.18969  0.16
N: 5.79097 -0.08207 2.81378  0.17
H: 2.79614 0.21426 1.60157  0.05
H: 3.45706 -0.62763 3.01820  0.10
H: 5.52996 -0.47818 3.70183  0.10
H: 6.72348 0.29021 2.78057  0.11
C: 2.60796 -3.97275 1.83551  -0.67
O: 1.96318 -3.80430 2.87780  -0.02
N: 3.38215 -3.04626 1.26359  0.19
N: 2.44759 -5.11765 1.09374  0.16
H: 3.45664 -2.19769 1.79323  0.06
H: 3.84504 -3.25262 0.39869  0.11
H: 1.99479 -5.86844 1.57995  0.11
H: 2.86276 -5.10065 0.18212  0.10
C: -1.84296 -3.97519 1.81701  -0.61
O: -2.68163 -3.10881 1.58771  0.00
N: -0.77194 -3.84873 2.65371  0.17
N: -1.71958 -5.15510 1.11480  0.19
H: 0.07029 -4.37231 2.52042  0.05
H: -0.89400 -3.19502 3.41036  0.07
H: -0.94623 -5.73570 1.36622  0.09
H: -2.26221 -5.35482 0.28864  0.05
C: -1.70217 2.54179 4.90089  -0.69
O: -1.00752 2.51009 5.91934  -0.01
N: -1.49031 3.44066 3.91118  0.16
N: -2.65358 1.63089 4.58911  0.14
H: -2.15556 3.56344 3.17003  0.10
H: -0.60702 3.91484 3.98134  0.10
H: -2.74537 0.79515 5.14766  0.07
H: -3.13343 1.68767 3.70043  0.00
C: 3.31466 5.12636 -0.22574  -0.65
O: 2.35647 5.89353 -0.35206  -0.02
N: 4.35547 5.01041 -1.07535  0.18
N: 3.42688 4.35179 0.88748  0.17
H: 5.02442 4.26616 -0.96676  0.11
H: 4.31446 5.61852 -1.87428  0.11
H: 3.97741 3.51522 0.80477  0.08
H: 2.70454 4.33087 1.58362  0.10
C: -1.13600 5.41316 -0.75053  -0.65
O: -2.29839 5.00242 -0.82828  -0.02
N: -0.29503 4.90146 0.17680  0.16
N: -0.45482 6.22472 -1.60143  0.17
H: -0.63134 4.16617 0.77236  0.09
H: 0.63131 5.29232 0.27169  0.05
H: -0.94282 6.85570 -2.21075  0.11
H: 0.54937 6.24584 -1.51303  0.07
C: -3.63268 0.18613 2.40225  -0.63
O: -3.82661 1.41938 2.40591  0.00
N: -3.23769 -0.47333 3.50123  0.14
N: -3.78171 -0.60313 1.32010  0.20
H: -2.84862 -1.38410 3.31616  0.09
H: -3.39965 -0.15469 4.43631  0.07
H: -3.85511 -0.18304 0.40419  0.06
H: -3.46004 -1.56589 1.38763  0.05
C: 5.99218 0.68462 -2.37303  -0.69
O: 6.42175 0.66653 -3.52428  0.01
N: 6.79659 0.68697 -1.27182  0.14
N: 4.71361 0.39992 -2.03236  0.16
H: 7.79266 0.73116 -1.40969  0.10
H: 6.48285 0.89470 -0.33147  0.04
H: 4.35286 0.30281 -1.10346  0.06
H: 4.05034 0.30098 -2.78507  0.03
C: -0.71872 -1.25346 5.18546  -0.65
O: -1.92123 -1.10300 5.42692  -0.01
N: -0.05917 -2.40441 5.40102  0.16
N: 0.05252 -0.21472 4.76458  0.20
H: 0.90096 -2.48119 5.11943  0.09
H: -0.55860 -3.19610 5.76370  0.12
H: 1.04588 -0.33721 4.74406  0.10
H: -0.42290 0.67724 4.72792  0.07

Cartesian forces (eV/Å) of the 3 atoms listed first:
-0.7 0.5 -0.4
-1.3 0.6 -0.5
-0.5 1.1 1.7

- Net charge: 0
- Largest force on an atom: 2.72 eV Å⁻¹
- HOMO: -8.79 eV
- Lowest unoccupied orbital energy: -0.4663 eV
- Kohn-Sham gap: 0.306 hartree
- Energy relative to the best compared isomer or geometry (same formula, charge and spin): 0.0 kcal per mole